A structure of composition C6H13OP at a distorted geometry, computed with the ωB97M-V functional and the def2-TZVPD basis.

Its HOMO energy (spin up / spin down) is -8.05 / -9.02 eV. As for the LUMO energy (spin up / spin down): -0.00221 / -0.03569 Ha. Its orbital gap (spin up / spin down) is 0.2937 / 0.2956 Ha.

ORCA input file:
```
! RIJCOSX wB97M-V def2-TZVPD def2/J DEFGRID3
* xyz 0 1
C -1.211 -0.947 0.201
C -1.645 0.503 -0.261
C -0.528 -0.741 1.526
C -1.371 0.874 -1.714
C 0.748 -1.488 1.729
C 2.522 1.397 -0.172
O -1.100 2.069 2.091
P -0.467 1.142 1.133
H -2.019 -1.599 0.226
H -0.623 -1.463 -0.633
H -2.776 0.751 -0.118
H -1.261 -0.753 2.273
H -0.344 0.470 -2.010
H -1.424 1.870 -1.774
H -1.966 0.238 -2.439
H 1.566 -1.142 0.978
H 0.732 -2.551 1.747
H 1.263 -1.273 2.605
H 2.848 0.655 0.565
H 2.739 1.087 -1.254
H 2.398 2.463 0.138
*
```